# 1
C3H4AgO as an isolated structure. Source: the Open Molecules 2025 dataset; level of theory: ωB97M-V/def2-TZVPD.

Summary:
net charge: +2
multiplicity: 2
⟨S²⟩: 0.76
LUMO level (spin up / spin down): -11.7 / -13.2 eV
orbital gap (spin up / spin down): 8.78 / 8.39 eV
E_HOMO (spin up / spin down): -20.50 / -21.61 eV

Structure (XYZ):
```
9
C3H4AgO (ωB97M-V/def2-TZVPD)
C -0.663 0.960 0.080
C -1.038 -0.480 0.061
C 0.353 -0.301 -0.247
O 1.470 -0.654 0.120
Ag 3.346 -0.318 -0.308
H -0.619 1.485 1.037
H -0.765 1.574 -0.818
H -1.331 -0.987 0.983
H -0.754 -1.279 -0.907
```

These are the natural (NBO) partial charges, in e, on atoms 1 to 6: atom 1 (C): -0.2411, atom 2 (C): -0.3356, atom 3 (C): 0.6165, atom 4 (O): -0.4634, atom 5 (Ag): 1.0352, atom 6 (H): 0.3209

# 2
C3H4AgO4 as an isolated structure. Source: the Open Molecules 2025 dataset; level of theory: ωB97M-V/def2-TZVPD.

Summary:
net charge: +1
LUMO level: -4.6 eV
ΔE to the lowest compared entry with this formula, charge and spin: 11.48 kcal/mol
orbital gap: 8.76 eV
E_HOMO: -13.39 eV

Structure (XYZ):
```
12
C3H4AgO4 (ωB97M-V/def2-TZVPD)
O 1.431 0.657 -1.537
C 0.993 -0.337 -0.766
C 1.852 1.678 -0.700
O 0.151 -1.146 -1.081
O 1.397 -0.110 0.485
C 1.827 1.206 0.549
Ag -1.745 -2.284 -0.633
H 2.322 2.539 -1.161
H 2.208 1.567 1.497
H -3.394 -0.462 1.024
O -3.204 -1.411 0.893
H -3.838 -1.897 1.430
```

These are the natural (NBO) partial charges, in e, on atoms 1 to 6: atom 1 (O): -0.4218, atom 2 (C): 0.9989, atom 3 (C): 0.0486, atom 4 (O): -0.7246, atom 5 (O): -0.4326, atom 6 (C): 0.0436

# 3
C3H4AgO4 as an isolated structure. Source: the Open Molecules 2025 dataset; level of theory: ωB97M-V/def2-TZVPD.

Summary:
net charge: +1
LUMO level: -6.7 eV
ΔE to the lowest compared entry with this formula, charge and spin: 77.33 kcal/mol
orbital gap: 7.03 eV
E_HOMO: -13.70 eV

Structure (XYZ):
```
12
C3H4AgO4 (ωB97M-V/def2-TZVPD)
H 1.381 -0.603 0.390
H 0.607 1.810 -1.217
C 1.010 0.836 -0.889
C 0.377 0.032 0.207
O -0.701 -0.719 -0.256
C -1.699 -0.941 0.610
O -1.590 -1.498 1.669
O -2.800 -0.431 0.094
Ag 4.853 0.629 -0.758
O 2.221 0.559 -0.987
H -0.089 1.070 0.550
H -3.571 -0.745 0.586
```

These are the natural (NBO) partial charges, in e, on atoms 1 to 6: atom 1 (H): 0.2497, atom 2 (H): 0.1731, atom 3 (C): 0.4483, atom 4 (C): -0.1762, atom 5 (O): -0.5182, atom 6 (C): 0.9750

# 4
C3H4AlO as an isolated structure. Source: the Open Molecules 2025 dataset; level of theory: ωB97M-V/def2-TZVPD.

Summary:
net charge: +2
multiplicity: 2
⟨S²⟩: 0.76
LUMO level (spin up / spin down): -14.0 / -14.0 eV
orbital gap (spin up / spin down): 6.07 / 7.79 eV
E_HOMO (spin up / spin down): -20.02 / -21.75 eV

Structure (XYZ):
```
9
C3H4AlO (ωB97M-V/def2-TZVPD)
C -2.702 -0.074 -0.408
C -1.371 0.611 -0.142
C -1.619 -0.887 -0.314
H -3.610 0.012 0.191
H -1.212 1.039 0.858
H -0.980 1.203 -0.983
H -1.260 -1.850 0.042
O -3.536 0.316 -2.108
Al -3.077 -0.190 -3.596
```

These are the natural (NBO) partial charges, in e, on atoms 1 to 6: atom 1 (C): 0.0345, atom 2 (C): -0.5014, atom 3 (C): 0.3713, atom 4 (H): 0.3396, atom 5 (H): 0.3649, atom 6 (H): 0.3571

Summary of M in g mol⁻¹
163.93, 211.93, 211.93, 83.05
(order as listed above)